a | # C5H9N3O

A molecular structure, C5H9N3O (ωB97M-V/def2-TZVPD, the OMol25 dataset).

Its gap between HOMO and LUMO is 9.11 eV. The value obtained for the highest occupied orbital energy is -8.5 eV. As for the LUMO energy: 0.022 Eh.

Each line ends with the natural charge from an NBO analysis.
Positions of all 18 atoms, in Å:
1 C 0.7062 -0.9472 0.2360  0.388
2 H -1.2173 0.0281 -1.9297  0.202
3 H -0.0911 2.5682 0.0476  0.209
4 C 0.5866 1.6511 -0.2951  0.269
5 H -1.9980 -1.5406 -1.2278  0.239
6 C 1.9457 -1.4768 0.6281  -0.524
7 N -0.9862 0.6542 1.0885  -0.528
8 C -1.4386 -0.5488 -1.0006  -0.103
9 H 2.4199 -2.2198 -0.1715  0.251
10 H 2.0250 0.7630 -0.8876  0.356
11 C -2.0435 0.2028 0.2984  -0.233
12 H -2.7071 0.9534 -0.0091  0.199
13 O -0.3130 -1.5069 -0.7301  -0.547
14 N 1.5720 1.5950 -1.0270  -0.634
15 N 0.3562 0.4515 0.7420  -0.379
16 H -2.5562 -0.7514 0.8957  0.176
17 H -0.8841 0.9848 2.3541  0.391
18 H 2.3808 -0.9220 1.9427  0.268

b | # C5H9N3O

A single C5H9N3O molecule (ωB97M-V/def2-TZVPD, the OMol25 dataset).

Its gap between HOMO and LUMO (alpha / beta) is 7.92 / 7.92 eV. The value obtained for the highest occupied orbital energy (alpha / beta) is -7.6 / -7.6 eV. As for the LUMO energy (alpha / beta): 0.011 / 0.011 Eh.

Each line ends with the natural charge from an NBO analysis.
Positions of all 18 atoms, in Å:
1 N -3.1738 2.4481 -2.0795  -0.767
2 O -1.0847 1.4376 -2.3849  -0.294
3 H -2.8084 2.8575 -2.9081  0.338
4 H -1.4685 -1.7954 1.0755  0.230
5 C -0.0685 -0.1582 0.5954  -0.062
6 C -1.0697 -0.8893 1.4713  -0.620
7 C 0.8749 -1.1683 -0.0546  -0.630
8 N -0.2655 0.6536 -1.6519  0.089
9 H -0.5389 -1.2078 2.4387  0.230
10 N -0.7693 0.4274 -0.5326  -0.049
11 H 1.6514 -0.8177 -0.7865  0.244
12 C -2.2440 1.7246 -1.6304  0.439
13 H 0.2709 -1.7801 -0.7608  0.222
14 C -2.1026 1.0625 -0.4393  -0.269
15 H 1.3695 -1.6838 0.7400  0.218
16 H -1.9033 -0.1567 1.8057  0.228
17 H -2.7732 0.8677 0.2582  0.219
18 H 0.5155 0.6351 1.0653  0.233

c | # C5H9N3O

A single C5H9N3O molecule (ωB97M-V/def2-TZVPD, the OMol25 dataset).

Its gap between HOMO and LUMO is 9.35 eV. The value obtained for the highest occupied orbital energy is -8.5 eV. The structure (SMILES) is C=C1CCON=CN1N. As for the LUMO energy: 0.033 Eh.

Each line ends with the natural charge from an NBO analysis.
Positions of all 18 atoms, in Å:
1 C -0.4843 0.5504 -0.0026  0.201
2 N -1.9907 -1.3697 -0.1403  -0.633
3 H -2.6539 -0.8322 0.3958  0.359
4 H 0.8020 1.8731 0.9950  0.233
5 H 0.8586 0.2105 1.5711  0.226
6 N -0.7334 -0.8374 -0.1141  -0.307
7 C 0.7841 0.8378 0.7035  -0.492
8 H 2.9708 0.6237 0.3478  0.175
9 H 2.0798 1.3523 -0.9746  0.189
10 N 1.4825 -1.6811 0.0209  -0.196
11 H -2.2972 1.1186 -0.8744  0.200
12 H -0.1701 -2.5719 0.8314  0.203
13 H -2.2524 -1.3816 -1.1509  0.357
14 C -1.4056 1.4521 -0.3787  -0.507
15 O 1.8719 -0.6615 -0.8853  -0.399
16 C 0.2615 -1.7310 0.2521  0.234
17 C 2.0118 0.5438 -0.1980  -0.059
18 H -1.1354 2.5040 -0.3989  0.214

Which structure is most stable? c, by 0.389 eV over the runner-up.

a | # C2H2N2O3

A single C2H2N2O3 molecule (ωB97M-V/def2-TZVPD, the OMol25 dataset).

Its gap between HOMO and LUMO (alpha / beta) is 8.53 / 7.12 eV. The value obtained for the highest occupied orbital energy (alpha / beta) is -8.3 / -10.7 eV. Its multiplicity is 3. As for the expectation value of S²: 2.0087. As for the LUMO energy (alpha / beta): 0.009 / -0.133 Eh.

Each line ends with the natural charge from an NBO analysis.
Positions of all 9 atoms, in Å:
1 O 0.9480 -1.3236 1.7581  -0.490
2 H -1.8307 1.2762 1.1436  0.111
3 O 0.5988 -0.3309 -0.8703  -0.132
4 N 0.6554 0.4377 0.4314  -0.005
5 H 2.4042 -0.7500 0.4229  0.148
6 O -1.2194 3.1331 0.2834  -0.470
7 C 1.3847 -0.6411 0.9236  0.513
8 C -1.0649 2.0626 0.6832  0.536
9 N 0.0420 1.3187 0.9161  -0.211

b | # C2H2N2O3

A single C2H2N2O3 molecule (ωB97M-V/def2-TZVPD, the OMol25 dataset).

Its gap between HOMO and LUMO (alpha / beta) is 9.02 / 8.90 eV. The value obtained for the highest occupied orbital energy (alpha / beta) is -8.3 / -10.7 eV. Its multiplicity is 3. As for the expectation value of S²: 2.0121. As for the LUMO energy (alpha / beta): 0.025 / -0.067 Eh.

Each line ends with the natural charge from an NBO analysis.
Positions of all 9 atoms, in Å:
1 C 0.9421 0.3830 -0.1955  -0.192
2 O 0.2116 -0.9291 -2.2333  -0.533
3 H 1.6628 0.9899 -0.8226  0.206
4 O 0.8025 1.0706 2.0561  -0.256
5 N 0.8449 0.7321 0.9462  0.180
6 H -1.8850 0.0919 0.9669  0.293
7 N -1.3750 -0.7144 0.8379  -0.111
8 O -1.1424 -0.9639 -0.4566  -0.363
9 C -0.0615 -0.6601 -1.0990  0.777

c | # C2H2N2O3

A single C2H2N2O3 molecule (ωB97M-V/def2-TZVPD, the OMol25 dataset).

Its gap between HOMO and LUMO (alpha / beta) is 6.72 / 6.04 eV. The value obtained for the highest occupied orbital energy (alpha / beta) is -6.9 / -9.5 eV. Its multiplicity is 3. As for the expectation value of S²: 2.0148. As for the LUMO energy (alpha / beta): -0.007 / -0.126 Eh.

Each line ends with the natural charge from an NBO analysis.
Positions of all 9 atoms, in Å:
1 O -0.3068 -0.2719 1.3925  -0.327
2 C -1.0316 0.6359 0.5894  0.668
3 N 0.5734 -0.3077 -0.5985  0.015
4 O -1.9493 1.2601 1.0116  -0.542
5 N 0.6040 -0.9017 0.5749  -0.178
6 H -0.6228 1.0926 -1.6084  0.251
7 H 1.4841 -1.1986 0.9892  0.389
8 C -0.3829 0.5571 -0.7141  -0.183
9 O 1.6319 -0.8658 -1.6367  -0.092

Which structure is most stable? b, by 1.018 eV over the runner-up.

a | # C2H2N2O4

A single C2H2N2O4 molecule (ωB97M-V/def2-TZVPD, the OMol25 dataset).

Its gap between HOMO and LUMO is 9.80 eV. The value obtained for the highest occupied orbital energy is -10.6 eV. The structure (SMILES) is O=c1o[nH]n(O)c1=O. As for the LUMO energy: -0.028 Eh.

Each line ends with the natural charge from an NBO analysis.
Positions of all 10 atoms, in Å:
1 C -1.3607 0.1595 0.6223  0.676
2 O 1.7346 -0.5538 -1.0524  -0.483
3 C -0.4798 -0.8052 -0.1391  0.512
4 H 1.7237 -1.2283 -0.3412  0.471
5 O -0.7275 1.3624 0.3945  -0.368
6 N 0.5589 -0.0020 -0.6902  -0.065
7 N 0.6851 1.0737 0.3403  -0.153
8 H 0.9313 1.8786 -0.2326  0.362
9 O -2.4812 0.1013 1.0359  -0.462
10 O -0.5843 -1.9860 0.0626  -0.488

b | # C2H2N2O4

A molecular structure, C2H2N2O4 (ωB97M-V/def2-TZVPD, the OMol25 dataset).

Its gap between HOMO and LUMO is 9.90 eV. The value obtained for the highest occupied orbital energy is -10.4 eV. As for the LUMO energy: -0.017 Eh.

Each line ends with the natural charge from an NBO analysis.
Positions of all 10 atoms, in Å:
1 O -0.8715 -0.1588 -1.1474  -0.306
2 H -0.9385 -1.4580 1.4720  0.313
3 N -0.4878 0.3531 0.1997  -0.078
4 O 0.6891 -1.0862 -2.6198  -0.529
5 C 0.4406 -0.3299 -1.6736  0.929
6 O 1.4903 0.1268 -0.8181  -0.478
7 O 1.4521 1.3914 1.1423  -0.517
8 C 0.7928 0.7451 0.3188  0.840
9 H -1.2492 0.5998 2.0688  0.415
10 N -1.3180 -0.1832 1.0572  -0.588

c | # C2H2N2O4

A single C2H2N2O4 molecule (ωB97M-V/def2-TZVPD, the OMol25 dataset).

Its gap between HOMO and LUMO is 10.86 eV. The value obtained for the highest occupied orbital energy is -10.8 eV. The structure (SMILES) is O=c1[nH]c(=O)n(O)o1. As for the LUMO energy: 0.003 Eh.

Each line ends with the natural charge from an NBO analysis.
Positions of all 10 atoms, in Å:
1 O 0.4730 -0.7303 2.4262  -0.606
2 N 0.0628 0.9600 -0.4915  0.073
3 O 0.1471 -0.9493 -2.0274  -0.528
4 O -0.1930 0.8187 0.9350  -0.323
5 H 0.5447 -2.1422 0.2570  0.460
6 N 0.3316 -1.0997 0.2326  -0.630
7 C 0.1248 -0.4267 1.2471  0.838
8 C 0.1873 -0.4299 -0.9355  0.731
9 H -1.7484 1.3088 -0.9961  0.464
10 O -0.8559 1.7296 -1.2485  -0.478

Which structure is most stable? c, by 1.612 eV over the runner-up.

a | # C7H8S

A single C7H8S molecule (ωB97M-V/def2-TZVPD, the OMol25 dataset).

Its gap between HOMO and LUMO is 8.30 eV. The value obtained for the highest occupied orbital energy is -8.4 eV. The structure (SMILES) is C=C1C(=S)C(C)=C1C. As for the LUMO energy: -0.004 Eh.

Each line ends with the natural charge from an NBO analysis.
Positions of all 16 atoms, in Å:
1 H 1.8985 -1.5987 -0.3417  0.226
2 C -1.7845 0.1766 -0.3166  -0.101
3 C 0.3217 -0.2716 -0.0699  -0.032
4 C -0.9245 -1.0546 -0.2210  -0.118
5 H -0.5213 -3.0741 0.2624  0.207
6 C 0.3630 2.3575 0.0582  -0.696
7 H 1.0440 2.2876 0.9159  0.237
8 S -3.3497 0.4479 -0.2786  0.093
9 C -1.1926 -2.3213 -0.0698  -0.384
10 H 0.7356 2.6438 -0.9451  0.244
11 H 2.0958 -0.5774 1.2327  0.233
12 H -0.3962 3.1826 0.2723  0.245
13 C -0.1770 0.9890 -0.1124  0.065
14 C 1.7496 -0.5888 0.1265  -0.662
15 H -2.2565 -2.6357 -0.0823  0.214
16 H 2.3941 0.0372 -0.4305  0.229

b | # C7H8S

A single C7H8S molecule (ωB97M-V/def2-TZVPD, the OMol25 dataset).

Its gap between HOMO and LUMO (alpha / beta) is 6.92 / 7.12 eV. The value obtained for the highest occupied orbital energy (alpha / beta) is -7.6 / -7.9 eV. As for the LUMO energy (alpha / beta): -0.026 / -0.029 Eh.

Each line ends with the natural charge from an NBO analysis.
Positions of all 16 atoms, in Å:
1 C 1.0668 -0.1870 -0.9762  -0.460
2 H 2.2960 1.9174 -1.1245  0.224
3 C -0.3051 -0.4988 -0.6272  -0.427
4 H -1.7360 -0.4320 2.5236  0.225
5 C -0.6464 0.0524 0.7925  -0.170
6 C 0.0790 1.2311 1.1698  0.060
7 C -1.5663 -0.6376 1.5319  -0.246
8 H 1.2728 -0.4384 -1.9883  0.226
9 H -1.3481 -2.5545 0.3020  0.109
10 H -1.0654 -0.1207 -1.3059  0.227
11 H 0.9454 2.9219 0.2542  0.205
12 C 1.4301 1.2749 -0.7617  -0.095
13 H 1.6780 -0.7726 -0.3882  0.216
14 H -0.4169 -1.6010 -0.4982  0.195
15 S -2.3495 -2.0953 0.9886  0.067
16 C 0.6655 1.9403 0.1076  -0.355

Which structure is most stable? a, by 1.627 eV over the runner-up.

a | # C23H27N3O5S

A single C23H27N3O5S molecule (ωB97M-V/def2-TZVPD, the OMol25 dataset).

Its gap between HOMO and LUMO is 8.63 eV. The value obtained for the highest occupied orbital energy is -8.1 eV. The structure (SMILES) is Cc1cccc(N2CCN(C(=O)CCS(=O)(=O)c3ccc4c(c3)oc(=O)n4C)CC2)c1C. As for the LUMO energy: 0.021 Eh.

Each line ends with the natural charge from an NBO analysis.
Positions of all 59 atoms, in Å:
1 H -6.3571 0.0624 -1.3427  0.218
2 H 6.1700 -0.5363 2.6534  0.229
3 O 5.1990 -1.2043 -1.5935  -0.445
4 C -1.4311 -0.4838 -1.3335  -0.237
5 N 6.6878 -1.5762 0.0160  -0.421
6 H -7.6084 -1.6183 -0.3727  0.215
7 C 3.5789 0.0868 -0.2396  -0.248
8 C -4.8700 -0.8116 -0.0802  -0.061
9 H -0.6369 -0.6111 -0.5814  0.199
10 C 6.3951 -1.7921 -1.3179  0.871
11 H -3.3881 1.4916 0.4927  0.211
12 O 7.0696 -2.3894 -2.1053  -0.591
13 C 0.4932 2.1710 -1.2605  0.727
14 C 5.4599 -0.3647 1.8613  -0.264
15 N -2.6796 -0.0354 -0.7457  -0.473
16 C -0.9665 0.5875 -2.3247  -0.216
17 C -7.1704 -1.5436 0.6229  -0.651
18 H 2.8189 2.9117 -0.2908  0.261
19 O 1.4661 1.6645 -1.7988  -0.682
20 C -5.4808 0.3697 -0.7753  -0.648
21 C 0.6916 3.2848 -0.2306  -0.517
22 C 5.6693 -0.8488 0.5819  0.129
23 C -2.9358 -2.1468 0.4762  -0.257
24 C -1.9836 2.2696 -0.9665  -0.217
25 H -7.4144 -0.5601 1.0215  0.215
26 H -1.6019 -1.4265 -1.8557  0.215
27 H 0.6736 4.2517 -0.7405  0.247
28 O 0.7496 0.7540 0.9519  -0.961
29 H -3.3202 -3.9600 1.5376  0.211
30 C 4.2917 0.3511 2.0770  -0.167
31 C -2.4602 1.1877 0.0084  -0.232
32 H -1.8680 -2.2992 0.4603  0.217
33 H -5.7998 1.1285 -0.0596  0.213
34 H -2.7330 2.3984 -1.7557  0.204
35 H -5.7517 -3.5900 1.6397  0.205
36 S 1.8964 1.4995 1.4075  2.166
37 H -1.7265 0.7476 -3.0945  0.197
38 H -0.0232 0.3017 -2.7891  0.243
39 H 4.0550 0.7556 3.0482  0.251
40 H -1.8515 3.2249 -0.4634  0.211
41 C -5.1169 -2.8688 1.1452  -0.253
42 C 2.0297 3.0563 0.4417  -0.628
43 C 7.8799 -2.0587 0.6556  -0.415
44 H -4.7601 0.8107 -1.4574  0.230
45 C 4.7395 -0.6234 -0.4485  0.315
46 H 7.6267 -2.7384 1.4709  0.207
47 H -0.0841 3.2608 0.5317  0.231
48 H 2.2889 3.8320 1.1549  0.251
49 H -1.6843 1.0402 0.7771  0.205
50 C -5.6846 -1.7425 0.5647  0.090
51 H 2.8604 0.2816 -1.0198  0.286
52 H -7.6317 -2.2986 1.2545  0.215
53 C 3.3881 0.5629 1.0500  -0.341
54 C -3.7523 -3.0774 1.0892  -0.197
55 C -3.4819 -1.0045 -0.1001  0.170
56 N -0.7624 1.8308 -1.6024  -0.436
57 O 1.9129 1.8519 2.8044  -0.952
58 H 8.4596 -2.5911 -0.0973  0.251
59 H 8.4658 -1.2256 1.0474  0.206

b | # C23H27N3O5S

A single C23H27N3O5S molecule (ωB97M-V/def2-TZVPD, the OMol25 dataset).

Its gap between HOMO and LUMO is 8.67 eV. The value obtained for the highest occupied orbital energy is -8.0 eV. The structure (SMILES) is COc1ccc(CNC(=O)Cn2ccc3cc(S(=O)(=O)N4CCCC4)ccc32)cc1OC. As for the LUMO energy: 0.025 Eh.

Each line ends with the natural charge from an NBO analysis.
Positions of all 59 atoms, in Å:
1 H -6.2553 0.5469 1.0009  0.216
2 H 4.1999 -2.5198 -0.0245  0.241
3 H 3.6002 0.2025 -0.9758  0.403
4 H -1.7198 -3.1272 3.0317  0.186
5 H 1.7786 0.0762 1.6670  0.233
6 C 1.4590 -1.8611 -1.8978  -0.175
7 O -0.2800 -3.0998 1.6512  -0.515
8 H 2.1302 -2.7072 1.2907  0.232
9 H -2.2342 -3.7848 1.4573  0.188
10 H -0.4311 3.1803 -1.5629  0.239
11 N 3.9922 -0.5075 -0.3757  -0.604
12 H -2.2299 -3.3709 -2.6964  0.174
13 O -1.8863 -2.8551 -0.7164  -0.515
14 H 5.3344 1.7417 0.9731  0.236
15 H 2.3693 4.3122 -1.7556  0.232
16 C -4.2540 -0.1116 0.3946  -0.235
17 O -2.9348 2.5871 -0.8797  -0.951
18 C -0.0224 0.6389 0.6552  -0.227
19 S -2.3303 1.2938 -0.6966  2.299
20 C 0.1964 -2.7212 0.4291  0.329
21 N -2.9540 0.4915 0.6552  -0.669
22 C -5.2631 0.9536 0.8176  -0.423
23 C 2.2203 -2.1205 -0.7705  -0.062
24 H 1.9296 -1.5114 -2.8050  0.201
25 H -2.6774 -1.6944 -2.2401  0.217
26 H -5.3199 1.7208 0.0451  0.222
27 H -4.8799 0.9217 2.9456  0.203
28 C 1.3144 0.7504 0.9651  -0.250
29 C -0.5594 -2.5367 -0.7466  0.222
30 C -3.1007 1.3934 1.7943  -0.244
31 N 3.3711 2.0570 0.4012  -0.379
32 O -2.4110 0.3854 -1.8081  -0.960
33 C 4.3395 1.3351 1.1739  -0.302
34 H -4.8956 2.5551 2.2630  0.223
35 H -2.6556 2.3553 1.5321  0.223
36 H -2.0611 -2.0259 1.6688  0.178
37 H -0.4749 -1.8762 -2.7772  0.229
38 C 3.7081 -1.8809 -0.7601  -0.245
39 H -4.3099 -0.3825 -0.6576  0.236
40 C -4.6089 1.5229 2.0768  -0.420
41 C 0.0784 2.5226 -0.8774  -0.174
42 C 2.0409 1.7504 0.3253  0.205
43 O 4.7438 -0.9685 1.7079  -0.619
44 H 4.1373 -2.0604 -1.7494  0.204
45 H -3.6380 -3.0766 -1.6464  0.192
46 C -2.6370 -2.7334 -1.9049  -0.266
47 H -2.5603 0.9804 2.6510  0.202
48 C 0.0922 -2.0758 -1.8840  -0.289
49 C 3.6184 3.1133 -0.4335  -0.003
50 C -1.6553 -3.0010 1.9501  -0.243
51 C 1.4381 2.6498 -0.5948  -0.107
52 H -0.6310 -0.1256 1.1051  0.243
53 C 1.5715 -2.5267 0.3853  -0.271
54 H -4.3480 -1.0135 1.0084  0.195
55 C 2.4731 3.5100 -1.0539  -0.298
56 C -0.6160 1.5155 -0.2512  -0.272
57 H 4.6116 3.5113 -0.5207  0.215
58 H 4.1426 1.4409 2.2469  0.231
59 C 4.3663 -0.1769 0.8736  0.665

Which structure is most stable? a, by 1.422 eV over the runner-up.